Formula: C19H47N4O10S2
Source: OMol25
Level of theory: the ωB97M-V functional and the def2-TZVPD basis

Output
Lowest unoccupied orbital energy, hartree: 0.073
Gap between HOMO and LUMO, eV: 7.93
Maximum force, eV/A: 0.63
DFT total energy, eV: -68569.0232
Molecular weight, g mol⁻¹: 555.74
E_HOMO, eV: -5.940

The geometry in ORCA input format:
```
! wB97M-V def2-TZVPD RIJCOSX def2/J DEFGRID3
* xyz -1 1
C 8.730 -6.052 -2.001
O 8.080 -5.024 -2.700
C 6.664 -5.170 -2.654
C 6.055 -4.089 -3.544
C 5.825 -2.763 -2.833
S 4.549 -2.645 -1.550
O 3.644 -1.620 -2.034
O 5.292 -2.359 -0.332
N 3.849 -4.086 -1.404
S 2.338 -4.216 -1.932
O 2.205 -4.093 -3.380
O 1.419 -3.444 -1.109
C 1.896 -5.918 -1.568
C 2.530 -7.013 -2.430
O 3.939 -6.934 -2.440
C 1.891 -7.044 -3.858
N 2.814 -7.186 -4.975
H 8.383 -7.043 -2.332
H 9.800 -5.972 -2.203
H 8.557 -5.979 -0.918
H 6.314 -5.087 -1.618
H 6.403 -6.179 -3.013
H 5.143 -4.434 -4.043
H 6.801 -3.908 -4.330
H 5.507 -2.000 -3.550
H 6.760 -2.424 -2.380
H 2.111 -6.077 -0.507
H 0.809 -5.915 -1.699
H 2.320 -7.975 -1.947
H 4.184 -6.179 -2.979
H 1.191 -7.889 -3.885
H 1.316 -6.136 -4.028
H 3.536 -7.862 -4.770
H 3.246 -6.301 -5.198
C -3.236 2.332 1.515
O -3.255 1.312 0.546
C -2.449 1.569 -0.602
C -1.229 0.677 -0.650
N -0.283 1.013 0.402
C 0.835 0.073 0.534
C 0.527 -1.368 0.905
O 0.032 -1.533 2.236
C -1.354 -1.354 2.390
H -4.013 2.103 2.245
H -2.276 2.389 2.041
H -3.449 3.311 1.070
H -2.153 2.623 -0.625
H -3.069 1.370 -1.481
H -0.739 0.814 -1.619
H -1.571 -0.366 -0.603
H -0.775 1.061 1.284
H 1.512 0.477 1.291
H 1.388 0.060 -0.410
H 1.464 -1.919 0.859
H -0.142 -1.857 0.192
H -1.905 -1.670 1.498
H -1.623 -0.315 2.614
H -1.678 -1.968 3.233
C -3.773 8.943 4.588
O -3.345 8.070 3.565
C -3.251 6.703 3.949
C -4.310 5.865 3.267
N -5.643 6.185 3.757
C -6.733 5.574 3.005
C -6.896 5.944 1.535
O -7.286 7.287 1.312
C -6.234 8.229 1.267
H -3.636 9.959 4.222
H -4.830 8.803 4.843
H -3.178 8.813 5.497
H -3.321 6.604 5.037
H -2.267 6.343 3.638
H -4.105 4.808 3.468
H -4.207 6.021 2.185
H -5.763 7.190 3.753
H -7.666 5.830 3.514
H -6.625 4.486 3.070
H -7.705 5.329 1.133
H -5.999 5.711 0.948
H -5.320 7.794 0.854
H -6.009 8.647 2.253
H -6.554 9.047 0.621
*
```